1.
The following is a quantum chemistry calculation of an isolated ion of composition C3H9N2O and charge +2, from the OMol25 dataset.

Calculated values
LUMO (spin up / spin down) (eV): -8.829 / -14.058
Energy relative to the best compared isomer or geometry (same formula, charge and spin) (kJ/mol): 20.97
Charge: +2
Kohn-Sham gap (spin up / spin down) (eV): 13.3 / 7.8
E (eV): -8264.4033
Highest occupied orbital energy (spin up / spin down) (eV): -22.18 / -21.87
Multiplicity: 2

Each atom is followed by the atoms it is bonded to, with distances in Å.
Cartesian coordinates (Å):
1 C -1.236 0.043 -0.195  C2 1.529, N6 1.575, H7 1.080, H8 1.106
2 C 0.115 0.321 -0.853  C1 1.529, C3 1.541, H9 1.089, H10 1.097
3 C 1.175 0.472 0.256  C2 1.541, N4 1.310, O5 1.265
4 N 2.233 1.187 -0.034  C3 1.310, H11 1.019, H12 1.013
5 O 1.070 -0.125 1.366  C3 1.265
6 N -1.326 -1.318 0.594  C1 1.575, H13 1.029, H14 1.023, H15 1.027
7 H -2.026 -0.045 -0.927  C1 1.080
8 H -1.520 0.785 0.575  C1 1.106
9 H 0.339 -0.598 -1.392  C2 1.089
10 H -0.113 1.127 -1.562  C2 1.097
11 H 2.972 1.098 0.662  N4 1.019
12 H 2.233 1.851 -0.800  N4 1.013
13 H -0.991 -1.183 1.557  N6 1.029
14 H -0.631 -1.955 0.197  N6 1.023
15 H -2.294 -1.659 0.557  N6 1.027

natural (NBO) atomic charge list, values in e, 2 entries: C -0.220; C -0.495

=====

2.
The following is a quantum chemistry calculation of a 2-piece molecular cluster, C3H9N2O2 overall, from the OMol25 dataset.

Calculated values
LUMO (eV): 4.228
Energy relative to the best compared isomer or geometry (same formula, charge and spin) (kJ/mol): 85.38
Charge: -1
Kohn-Sham gap (eV): 8.5
E (eV): -10333.4901
Highest occupied orbital energy (eV): -4.29

Each atom is followed by the atoms it is bonded to, with distances in Å.
Cartesian coordinates (Å):
1 O -2.141 -0.831 1.090  C2 1.239
2 C -1.400 -1.760 1.443  O1 1.239, O3 1.255, H4 1.122
3 O -0.178 -1.923 1.207  C2 1.255
4 H -1.859 -2.607 2.018  C2 1.122
5 C 0.617 1.273 0.752  N6 1.474, H9 1.090, H10 1.089, H11 1.090
6 N 0.575 1.515 -0.702  C5 1.474, C7 1.483, H12 1.015
7 C 0.034 0.354 -1.450  N6 1.483, N8 1.432, H13 1.092, H14 1.091
8 N 0.818 -0.838 -1.332  C7 1.432, H15 1.015, H16 1.030
9 H 0.685 2.243 1.244  C5 1.090
10 H -0.210 0.663 1.109  C5 1.089
11 H 1.533 0.727 0.978  C5 1.090
12 H -0.078 2.277 -0.855  N6 1.015
13 H 0.029 0.680 -2.492  C7 1.092
14 H -0.974 0.104 -1.115  C7 1.091
15 H 1.796 -0.626 -1.504  N8 1.015
16 H 0.754 -1.251 -0.391  N8 1.030

natural (NBO) atomic charge list, values in e, 2 entries: O -0.780; C 0.635

=====

3.
The following is a quantum chemistry calculation of a 2-piece molecular cluster, C3H9N2O2 overall, from the OMol25 dataset.

Calculated values
LUMO (eV): 3.998
Energy relative to the best compared isomer or geometry (same formula, charge and spin) (kJ/mol): 257.00
Charge: -1
Kohn-Sham gap (eV): 7.2
E (eV): -10331.7113
Highest occupied orbital energy (eV): -3.18

Each atom is followed by the atoms it is bonded to, with distances in Å.
Cartesian coordinates (Å):
1 O -0.188 0.225 -3.816  C2 1.214
2 C -0.927 0.234 -2.854  O1 1.214, C3 1.510, H5 1.105
3 C -0.446 0.207 -1.423  C2 1.510, N4 1.459, H6 1.090, H7 1.102
4 N -1.488 -0.291 -0.531  C3 1.459, H8 1.075, H9 1.005
5 H -2.019 0.246 -3.022  C2 1.105
6 H 0.448 -0.413 -1.374  C3 1.090
7 H -0.110 1.213 -1.119  C3 1.102
8 H -0.961 -0.903 0.179  N4 1.075
9 H -2.027 0.455 -0.128  N4 1.005
10 N 1.727 0.486 1.674  C11 1.508, H13 1.019, H14 1.019
11 C 0.572 -0.397 2.075  N10 1.508, O12 1.334, H15 1.120, H16 1.117
12 O 0.327 -1.328 1.151  C11 1.334
13 H 2.117 0.946 2.495  N10 1.019
14 H 2.442 -0.166 1.356  N10 1.019
15 H 0.840 -0.787 3.089  C11 1.120
16 H -0.305 0.273 2.247  C11 1.117

natural (NBO) atomic charge list, values in e, 2 entries: O -0.576; C 0.452

=====

4.
The following is a quantum chemistry calculation of a 2-piece molecular cluster, C3H9N2O2S overall, from the OMol25 dataset.

Calculated values
LUMO (eV): 3.434
Energy relative to the best compared isomer or geometry (same formula, charge and spin) (kJ/mol): 100.28
Charge: -1
Kohn-Sham gap (eV): 6.2
E (eV): -21169.1684
Highest occupied orbital energy (eV): -2.72

Each atom is followed by the atoms it is bonded to, with distances in Å.
Cartesian coordinates (Å):
1 N 0.716 1.516 0.881  C2 1.495, H8 1.019, H9 1.014
2 C -0.277 0.399 0.913  N1 1.495, C3 1.539, C5 1.505, H10 1.082
3 C -1.150 0.372 -0.355  C2 1.539, S4 1.817, H11 1.094, H12 1.091
4 S -1.676 2.004 -0.958  C3 1.817
5 C 0.474 -0.897 1.053  C2 1.505, N6 1.344, O7 1.228
6 N 1.816 -0.861 1.120  C5 1.344, H13 1.004, H14 1.007
7 O -0.132 -1.965 1.035  C5 1.228
8 H 0.123 2.343 0.938  N1 1.019
9 H 1.007 1.588 -0.087  N1 1.014
10 H -0.863 0.643 1.790  C2 1.082
11 H -0.598 -0.138 -1.150  C3 1.094
12 H -2.009 -0.268 -0.155  C3 1.091
13 H 2.334 -0.022 1.311  N6 1.004
14 H 2.265 -1.759 1.206  N6 1.007
15 H 1.199 -2.363 -0.963  O17 0.915
16 H 2.022 -1.699 -1.975  O17 0.963
17 O 1.407 -2.430 -1.851  H15 0.915, H16 0.963

natural (NBO) atomic charge list, values in e, 2 entries: N -0.881; C -0.168

=====

5.
The following is a quantum chemistry calculation of a 2-piece molecular cluster, C3H9N2OP overall, from the OMol25 dataset.

Calculated values
LUMO (spin up / spin down) (eV): -0.873 / -0.432
Energy relative to the best compared isomer or geometry (same formula, charge and spin) (kJ/mol): 270.61
Charge: 0
Kohn-Sham gap (spin up / spin down) (eV): 7.1 / 7.6
E (eV): -17571.4083
Highest occupied orbital energy (spin up / spin down) (eV): -8.02 / -8.06

Each atom is followed by the atoms it is bonded to, with distances in Å.
Cartesian coordinates (Å):
1 C -1.320 1.090 -2.425  C2 1.381, H8 1.070, H9 1.098
2 C -0.138 0.486 -2.044  C1 1.381, C3 1.406, H10 1.128
3 C -0.064 -0.811 -1.506  C2 1.406, H11 1.044, H12 1.117
4 N -0.092 0.906 2.346  P7 1.739, H13 0.994, H14 0.988
5 N 1.700 -1.020 1.798  P7 1.696, H15 1.054, H16 1.068
6 O -0.859 -1.544 2.140  P7 1.488
7 P 0.086 -0.597 1.491  N4 1.739, N5 1.696, O6 1.488
8 H -1.293 2.077 -2.838  C1 1.070
9 H -2.179 0.407 -2.432  C1 1.098
10 H 0.779 1.129 -1.905  C2 1.128
11 H 0.743 -1.214 -0.981  C3 1.044
12 H -0.991 -1.415 -1.656  C3 1.117
13 H 0.188 1.814 2.054  N4 0.994
14 H -0.763 0.852 3.068  N4 0.988
15 H 2.269 -0.184 1.500  N5 1.054
16 H 1.935 -1.978 1.390  N5 1.068

natural (NBO) atomic charge list, values in e, 2 entries: C -0.344; C -0.282

=====

6.
The following is a quantum chemistry calculation of a 2-piece molecular cluster, C3H9N2OS overall, from the OMol25 dataset.

Calculated values
LUMO (eV): -3.546
Energy relative to the best compared isomer or geometry (same formula, charge and spin) (kJ/mol): 201.20
Charge: +1
Kohn-Sham gap (eV): 10.7
E (eV): -19111.8559
Highest occupied orbital energy (eV): -14.23

Each atom is followed by the atoms it is bonded to, with distances in Å.
Cartesian coordinates (Å):
1 C -0.657 2.291 0.420  N4 1.172, S7 1.558
2 C -0.599 -1.219 0.725  C3 1.518, H8 1.112, H9 1.206, H10 1.104
3 C 0.266 -0.994 -0.503  C2 1.518, N5 1.519, O6 1.341, H11 1.205
4 N -1.602 2.283 -0.272  C1 1.172, H13 0.968
5 N 1.648 -0.471 -0.151  C3 1.519, H14 1.145, H15 1.066, H16 1.021
6 O -0.201 -0.074 -1.359  C3 1.341, H12 0.963
7 S 0.438 1.954 1.477  C1 1.558
8 H -0.763 -0.168 1.049  C2 1.112
9 H -1.593 -1.837 0.434  C2 1.206
10 H 0.052 -1.858 1.346  C2 1.104
11 H 0.586 -2.025 -1.038  C3 1.205
12 H -1.078 0.176 -1.051  O6 0.963
13 H -2.032 2.920 -0.860  N4 0.968
14 H 1.435 0.520 0.382  N5 1.145
15 H 1.991 -1.301 0.424  N5 1.066
16 H 2.107 -0.197 -1.021  N5 1.021

natural (NBO) atomic charge list, values in e, 2 entries: C 0.271; C -0.678

=====

7.
The following is a quantum chemistry calculation of a 2-piece molecular cluster, C3H9N2PS overall, from the OMol25 dataset.

Calculated values
LUMO (spin up / spin down) (eV): -0.432 / -0.421
Energy relative to the best compared isomer or geometry (same formula, charge and spin) (kJ/mol): 284.48
Charge: 0
Kohn-Sham gap (spin up / spin down) (eV): 7.4 / 7.4
E (eV): -26358.9673
Highest occupied orbital energy (spin up / spin down) (eV): -7.84 / -7.83

Each atom is followed by the atoms it is bonded to, with distances in Å.
Cartesian coordinates (Å):
1 C 0.917 -1.178 0.393  C2 1.472, N4 1.244, H8 1.069
2 C 1.919 -2.193 0.029  C1 1.472, H9 1.148, H10 1.123, H11 1.089
3 C -0.206 2.380 1.048  H12 1.074, H13 1.079, H14 1.051
4 N -0.005 -0.771 -0.334  C1 1.244, P6 1.671
5 N -1.763 0.646 -1.738  P6 1.612, H15 0.966, H16 0.981
6 P -1.344 0.225 -0.240  N4 1.671, N5 1.612, S7 1.983
7 S -2.955 -0.576 0.593  P6 1.983
8 H 1.103 -0.783 1.370  C1 1.069
9 H 1.747 -2.818 -0.918  C2 1.148
10 H 2.955 -1.761 -0.006  C2 1.123
11 H 2.180 -2.800 0.895  C2 1.089
12 H -0.425 2.556 2.085  C3 1.074
13 H 0.789 2.204 0.667  C3 1.079
14 H -0.794 3.008 0.446  C3 1.051
15 H -1.454 1.423 -2.223  N5 0.966
16 H -2.664 0.436 -2.066  N5 0.981

natural (NBO) atomic charge list, values in e, 2 entries: C 0.236; C -0.691

=====

8.
The following is a quantum chemistry calculation of an isolated ion of composition C3H9N2S and charge -1, from the OMol25 dataset.

Calculated values
LUMO (eV): 3.735
Energy relative to the best compared isomer or geometry (same formula, charge and spin) (kJ/mol): 258.57
SMILES: NCNCC[S-]
Charge: -1
Kohn-Sham gap (eV): 6.1
E (eV): -17070.8463
Highest occupied orbital energy (eV): -2.40

Each atom is followed by the atoms it is bonded to, with distances in Å.
Cartesian coordinates (Å):
1 C 0.218 0.114 -0.143  C2 1.510, N4 1.434, H7 1.121, H8 1.176
2 C 1.033 -0.789 0.751  C1 1.510, S3 1.817, H9 1.084, H10 1.094
3 S 2.837 -0.706 0.546  C2 1.817
4 N -1.208 -0.043 -0.108  C1 1.434, C5 1.421, H11 1.075
5 C -2.122 0.434 -1.085  N4 1.421, N6 1.658, H12 1.107, H13 1.085
6 N -3.310 1.436 -0.507  C5 1.658, H14 1.143, H15 1.021
7 H 0.645 1.151 -0.167  C1 1.121
8 H 0.515 -0.420 -1.147  C1 1.176
9 H 0.722 -1.828 0.778  C2 1.084
10 H 0.663 -0.532 1.748  C2 1.094
11 H -1.332 0.278 0.911  N4 1.075
12 H -2.630 -0.322 -1.714  C5 1.107
13 H -1.489 0.990 -1.767  C5 1.085
14 H -2.724 2.410 -0.626  N6 1.143
15 H -2.902 1.265 0.414  N6 1.021

natural (NBO) atomic charge list, values in e, 2 entries: C -0.244; C -0.531